1.
The following is a DFT calculation (ωB97M-V/def2-TZVPD) of a structure of composition C3H3Br9 at a distorted geometry.

The geometry in XYZ format:
```
15
Properties=species:S:1:pos:R:3
C -0.605 2.294 -2.366
H 0.168 0.038 -1.172
C 0.732 -1.547 2.543
Br 0.772 -2.164 -0.092
Br -0.334 0.704 1.194
Br -0.816 0.438 -3.072
Br -2.162 -0.960 -0.945
Br 1.176 2.771 -2.975
Br 0.634 -0.870 4.347
Br -0.859 2.368 -0.407
Br 2.249 -0.742 1.553
H -0.185 -1.256 2.030
C -0.313 -0.510 -0.362
Br 0.848 -3.498 2.630
H -1.303 2.934 -2.906
```

energy relative to the best compared isomer or geometry (same formula, charge and spin) = 155.3 kcal per mole
strongest force on any atom = 6.93 eV Å⁻¹
spin multiplicity = 1
charge = 0
Kohn-Sham gap = 7.70 eV
molar mass = 758.193 g/mol
HOMO level = -8.497 eV

---

2.
The following is a DFT calculation (ωB97M-V/def2-TZVPD) of a cluster of 13 separate species, C4H36N3O13 in total at a distorted geometry.

The geometry in XYZ format:
```
56
Properties=species:S:1:pos:R:3
H -1.345 3.116 -0.502
H 1.414 1.437 1.593
H 2.758 -2.850 2.267
H 1.574 -0.818 1.049
O 0.445 -1.647 -3.503
O 2.880 -2.747 1.312
H -0.239 1.346 -1.428
O -2.953 1.114 2.573
H 1.361 -2.642 -0.082
H 4.717 0.459 0.332
O -1.413 -3.150 -2.182
O -3.549 -1.222 -2.196
O 0.143 1.427 -2.305
H 1.104 -1.845 4.631
H 0.091 2.378 2.846
C 0.402 1.968 1.780
H 0.821 2.653 -0.175
O -3.044 -3.181 0.004
H -0.126 -2.133 -0.778
H 1.791 0.765 -2.304
H -3.160 0.179 2.856
H -0.082 -1.120 3.696
O 0.862 -1.579 3.759
H -2.103 -3.054 -1.413
N -1.221 3.296 0.492
N -0.545 0.854 1.634
C 0.844 -0.555 0.195
C 0.302 3.020 0.754
H -3.301 -2.346 0.397
H 0.904 3.821 1.134
H -3.262 1.711 3.170
O -2.775 1.526 -3.033
H -3.962 -1.773 -1.548
O 2.739 0.909 -2.049
H -2.817 -0.778 -1.771
H -2.521 1.710 -3.981
H 3.480 0.932 -0.512
O -1.451 -0.842 0.594
H 3.818 1.665 2.540
H 3.083 1.618 -2.594
O 3.946 1.040 0.284
H -1.498 1.096 2.017
H 2.877 2.700 2.392
H -0.749 1.343 -2.745
H 1.260 0.363 -0.381
H 1.339 -1.707 -1.576
H -1.476 -4.099 -2.332
H -1.452 4.268 0.577
H 3.652 -2.084 1.380
N 0.789 -1.781 -0.577
H -0.309 -1.140 -3.961
H 0.067 -2.467 -3.288
H -2.885 -3.868 0.664
H -3.547 1.108 -3.134
C -0.485 -0.158 0.854
O 2.807 1.766 2.576
```

energy relative to the best compared isomer or geometry (same formula, charge and spin) = 80.7 kcal per mole
strongest force on any atom = 6.32 eV Å⁻¹
spin multiplicity = 1
charge = +1
Kohn-Sham gap = 9.67 eV
molar mass = 334.340 g/mol
HOMO level = -12.133 eV

---

3.
The following is a DFT calculation (ωB97M-V/def2-TZVPD) of the molecule C19H21ClN2O3.

The geometry in XYZ format:
```
46
Properties=species:S:1:pos:R:3
C 0.973 -0.637 0.884
C 1.525 -3.174 -0.990
C 0.182 -3.434 -3.405
N -1.641 1.814 1.394
H -4.807 1.275 2.051
H -3.620 0.018 1.678
H 0.691 2.708 1.156
H -0.590 -5.270 -2.616
H 0.373 -1.536 0.901
H -2.521 3.963 1.213
H 3.802 -2.005 -0.228
C 1.657 -2.200 -1.975
H 5.285 1.882 1.425
C -4.397 3.381 0.247
C 0.707 -4.280 -1.235
O 4.470 0.211 0.500
C 5.317 1.335 0.477
C 3.129 0.410 0.686
O -4.134 2.328 -0.648
C -4.390 1.059 -0.082
C 0.039 -4.413 -2.433
H 1.089 -1.573 -3.938
H -3.809 0.354 -0.681
C 0.986 -2.332 -3.178
C 2.525 1.651 0.853
C 1.159 1.745 1.029
Cl -0.656 -3.593 -4.912
H 5.064 2.014 -0.344
H -4.290 4.300 -0.331
C 2.336 -0.747 0.701
H 0.613 -5.029 -0.464
H -3.881 3.722 2.339
C -3.967 1.013 1.401
O 2.134 -3.151 0.223
H 6.321 0.942 0.322
H -1.610 -0.271 1.180
H 3.116 2.554 0.846
N -2.930 1.997 1.639
H -5.459 0.811 -0.175
H -5.432 3.314 0.616
C 0.357 0.605 1.046
C 3.010 -2.087 0.528
C -3.398 3.352 1.427
H 3.481 -2.381 1.472
H 2.269 -1.327 -1.813
C -1.078 0.684 1.216
```

energy relative to the best compared isomer or geometry (same formula, charge and spin) = 89.1 kcal per mole
strongest force on any atom = 0.95 eV Å⁻¹
structure (SMILES) = COc1ccc(/C=N/N2CCOCC2)cc1COc1ccc(Cl)cc1
spin multiplicity = 1
charge = 0
Kohn-Sham gap = 8.10 eV
molar mass = 360.841 g/mol
HOMO level = -7.366 eV

---

4.
The following is a DFT calculation (ωB97M-V/def2-TZVPD) of a structure of composition C6H12ClCr2O6 at a distorted geometry.

The geometry in XYZ format:
```
27
Properties=species:S:1:pos:R:3
H 23.597 -14.772 -1.689
O 21.984 -14.735 -7.257
H 22.572 -16.784 -6.930
C 22.917 -15.202 -2.424
O 23.093 -16.585 -2.297
Cr 19.311 -16.829 -4.354
O 20.255 -13.546 -6.802
C 22.090 -19.755 -3.464
Cl 19.162 -14.805 -2.653
C 22.390 -17.401 -3.087
Cr 18.388 -16.250 -0.525
C 22.968 -15.780 -7.086
H 23.771 -15.774 -7.823
H 23.243 -14.859 -3.406
H 21.910 -14.934 -2.103
H 18.703 -12.202 -6.141
O 21.394 -17.106 -3.720
O 20.482 -15.690 -5.854
H 22.352 -20.028 -4.486
H 22.266 -20.573 -2.766
H 23.469 -15.530 -6.150
H 18.205 -13.891 -6.482
H 19.083 -13.406 -5.043
H 21.032 -19.510 -3.373
C 19.007 -13.248 -6.119
O 22.861 -18.716 -2.906
C 20.884 -14.748 -6.597
```

energy relative to the best compared isomer or geometry (same formula, charge and spin) = 74.8 kcal per mole
strongest force on any atom = 5.30 eV Å⁻¹
spin multiplicity = 9
charge = +3
Kohn-Sham gap (alpha / beta) = 3.52 / 5.56 eV
molar mass = 319.601 g/mol
HOMO level (alpha / beta) = -19.958 / -19.964 eV